[1]
Molecular formula: C4H10N2O
Method: DFT, ωB97M-V/def2-TZVPD

Bonds (Å) are listed after each position.
CARTESIAN COORDINATES (ANGSTROEM)
1 N -0.484 -1.572 1.593  C2 1.468, H8 1.013, H9 1.010
2 C 0.775 -0.907 1.236  N1 1.468, C3 1.529, H10 1.083, H11 1.092
3 C 0.400 0.483 0.722  C2 1.529, N4 1.399, O7 1.214
4 N -0.069 0.601 -0.591  C3 1.399, C5 1.438, C6 1.435
5 C -0.137 1.924 -1.151  N4 1.438, H12 1.086, H13 1.094, H14 1.093
6 C -0.367 -0.527 -1.427  N4 1.435, H15 1.095, H16 1.088, H17 1.085
7 O 0.295 1.423 1.484  C3 1.214
8 H -0.925 -1.070 2.353  N1 1.013
9 H -0.240 -2.410 2.100  N1 1.010
10 H 1.330 -1.501 0.519  C2 1.083
11 H 1.402 -0.697 2.106  C2 1.092
12 H -0.425 2.640 -0.388  C5 1.086
13 H 0.784 2.163 -1.692  C5 1.094
14 H -0.920 1.951 -1.913  C5 1.093
15 H -1.166 -1.138 -0.993  C6 1.095
16 H 0.513 -1.149 -1.574  C6 1.088
17 H -0.764 -0.211 -2.386  C6 1.085

2S+1: 2
ΔE to the lowest compared entry with this formula, charge and spin: 23.1 kcal per mole
Net charge: +1
Kohn-Sham gap (alpha / beta): 10.656 / 5.984 eV
<S²>: 0.767
E_tot: -342.83169 Eh


[2]
Molecular formula: C4H10N2O2
Method: DFT, ωB97M-V/def2-TZVPD

Bonds (Å) are listed after each position.
CARTESIAN COORDINATES (ANGSTROEM)
1 C 0.706 -0.180 1.466  C2 1.488, H9 1.134, H10 1.121, H11 1.104
2 C 1.163 -1.549 1.105  C1 1.488, C4 1.485, H12 1.180, H13 1.132
3 C 0.472 -1.456 -1.306  C4 1.348, N5 1.420, H14 1.130
4 C 1.405 -1.662 -0.356  C2 1.485, C3 1.348, H16 1.083
5 N 0.661 -1.169 -2.684  C3 1.420, H17 1.069, H18 0.999
6 N 2.131 -3.625 -0.014  O7 1.286, O8 1.238
7 O 1.744 -4.225 1.056  N6 1.286
8 O 2.104 -4.142 -1.138  N6 1.238
9 H 1.512 0.600 1.295  C1 1.134
10 H 0.314 -0.098 2.513  C1 1.121
11 H -0.256 0.075 0.989  C1 1.104
12 H 0.355 -2.368 1.366  C2 1.180
13 H 2.106 -1.952 1.584  C2 1.132
14 H -0.603 -1.661 -1.024  C3 1.130
15 H -9.357 7.817 -2.278  no bonds
16 H 2.367 -1.293 -0.691  C4 1.083
17 H 1.684 -1.150 -2.994  N5 1.069
18 H 0.456 -2.045 -3.120  N5 0.999

ΔE to the lowest compared entry with this formula, charge and spin: 34.0 kcal per mole
Net charge: -2
Kohn-Sham gap: 3.595 eV
E_tot: -418.13928 Eh


[3]
Molecular formula: C4H10N2O2
Method: DFT, ωB97M-V/def2-TZVPD

Bonds (Å) are listed after each position.
CARTESIAN COORDINATES (ANGSTROEM)
1 C 0.868 2.548 1.588  C2 1.521, H5 1.131, H6 1.230, H9 1.147
2 C 1.208 1.716 0.361  C1 1.521, O3 1.194, N4 1.497
3 O 2.030 0.850 0.350  C2 1.194
4 N 0.367 1.832 -0.873  C2 1.497, H7 1.059, H8 0.952
5 H 1.922 2.503 1.993  C1 1.131
6 H 0.197 1.795 2.292  C1 1.230
7 H 0.897 1.402 -1.683  N4 1.059
8 H -0.180 2.598 -1.011  N4 0.952
9 H 0.612 3.653 1.414  C1 1.147
10 C 0.313 -1.610 -0.327  C11 1.488, H16 1.047, H17 1.124, H18 1.133
11 C -1.172 -1.705 -0.329  C10 1.488, O12 1.271, N13 1.331
12 O -1.865 -1.143 0.576  C11 1.271
13 N -1.830 -2.549 -1.121  C11 1.331, H14 0.967, H15 1.194
14 H -2.746 -2.408 -1.398  N13 0.967
15 H -1.213 -3.218 -1.894  N13 1.194
16 H 0.441 -1.213 0.634  C10 1.047
17 H 0.711 -0.917 -1.118  C10 1.124
18 H 0.973 -2.525 -0.425  C10 1.133

ΔE to the lowest compared entry with this formula, charge and spin: 60.6 kcal per mole
Kohn-Sham gap: 10.233 eV
E_tot: -418.36434 Eh


[4]
Molecular formula: C4H10N2O2
Method: DFT, ωB97M-V/def2-TZVPD

Bonds (Å) are listed after each position.
CARTESIAN COORDINATES (ANGSTROEM)
1 O -0.536 1.156 1.811  C2 1.267
2 C -0.874 0.718 0.672  O1 1.267, C3 1.537, N7 1.646, O17 1.482
3 C -0.201 1.271 -0.594  C2 1.537, N4 1.451, H8 1.109, H9 1.098
4 N 1.198 0.889 -0.658  C3 1.451, C5 1.452, H10 1.014
5 C 1.360 -0.544 -0.820  N4 1.452, C6 1.518, H11 1.110, H12 1.097
6 C 0.820 -1.258 0.405  C5 1.518, N7 1.471, H13 1.097, H14 1.097
7 N -0.593 -0.903 0.612  C2 1.646, C6 1.471, H15 1.020, H16 1.075
8 H -0.770 0.933 -1.484  C3 1.109
9 H -0.289 2.364 -0.546  C3 1.098
10 H 1.665 1.390 -1.405  N4 1.014
11 H 0.843 -0.933 -1.722  C5 1.110
12 H 2.426 -0.784 -0.925  C5 1.097
13 H 0.913 -2.346 0.308  C6 1.097
14 H 1.360 -0.932 1.303  C6 1.097
15 H -0.938 -1.275 1.497  N7 1.020
16 H -1.314 -1.222 -0.119  N7 1.075
17 O -2.331 0.654 0.405  C2 1.482, H18 0.964
18 H -2.740 0.823 1.261  O17 0.964

ΔE to the lowest compared entry with this formula, charge and spin: 55.2 kcal per mole
Kohn-Sham gap: 9.041 eV
E_tot: -418.37304 Eh


[5]
Molecular formula: C4H10N2O2
Method: DFT, ωB97M-V/def2-TZVPD

Bonds (Å) are listed after each position.
CARTESIAN COORDINATES (ANGSTROEM)
1 C 1.996 -2.700 1.183  C2 1.515, H7 1.084, H8 1.088, H9 1.088
2 C 0.740 -1.912 1.496  C1 1.515, O3 1.207, N4 1.378
3 O 0.532 -1.436 2.585  C2 1.207
4 N -0.189 -1.878 0.480  C2 1.378, H5 1.006, H6 1.007
5 H -1.094 -1.461 0.618  N4 1.006
6 H 0.166 -1.811 -0.460  N4 1.007
7 H 1.934 -3.617 1.758  C1 1.084
8 H 2.829 -2.047 1.438  C1 1.088
9 H 2.083 -2.916 0.120  C1 1.088
10 C -1.229 1.918 0.024  C11 1.515, H14 1.091, H15 1.085, H18 1.087
11 C -0.416 2.236 -1.214  C10 1.515, O12 1.213, N13 1.376
12 O 0.732 1.870 -1.343  C11 1.213
13 N -1.080 2.836 -2.260  C11 1.376, H16 1.010, H17 1.008
14 H -0.714 1.156 0.609  C10 1.091
15 H -2.198 1.489 -0.207  C10 1.085
16 H -0.709 2.566 -3.160  N13 1.010
17 H -2.087 2.872 -2.274  N13 1.008
18 H -1.295 2.833 0.608  C10 1.087

ΔE to the lowest compared entry with this formula, charge and spin: 15.4 kcal per mole
Kohn-Sham gap: 10.394 eV
E_tot: -418.43639 Eh


[6]
Molecular formula: C4H10N2O2
Method: DFT, ωB97M-V/def2-TZVPD

Bonds (Å) are listed after each position.
CARTESIAN COORDINATES (ANGSTROEM)
1 C -2.000 2.087 -1.752  C2 1.511, H7 1.199, H8 1.095, H9 1.057
2 C -0.984 1.049 -2.169  C1 1.511, O3 1.192, N4 1.386
3 O -0.327 1.193 -3.153  C2 1.192
4 N -0.791 -0.156 -1.512  C2 1.386, H5 0.997, H6 1.041
5 H -0.138 -0.829 -1.850  N4 0.997
6 H -1.376 -0.580 -0.762  N4 1.041
7 H -3.107 1.657 -1.910  C1 1.199
8 H -1.769 3.077 -2.159  C1 1.095
9 H -2.202 2.198 -0.720  C1 1.057
10 C 1.689 -1.495 2.750  C11 1.520, H14 1.037, H15 1.070, H18 1.141
11 C 0.825 -1.106 1.562  C10 1.520, O12 1.202, N13 1.447
12 O -0.268 -1.529 1.295  C11 1.202
13 N 1.456 -0.290 0.547  C11 1.447, H16 0.906, H17 1.084
14 H 2.601 -1.001 2.763  C10 1.037
15 H 1.644 -2.532 3.009  C10 1.070
16 H 1.070 -0.233 -0.271  N13 0.906
17 H 2.536 -0.329 0.634  N13 1.084
18 H 1.140 -1.182 3.700  C10 1.141

ΔE to the lowest compared entry with this formula, charge and spin: 44.5 kcal per mole
Kohn-Sham gap: 10.423 eV
E_tot: -418.39001 Eh


[7]
Molecular formula: C4H10N2O2
Method: DFT, ωB97M-V/def2-TZVPD

Bonds (Å) are listed after each position.
CARTESIAN COORDINATES (ANGSTROEM)
1 C 0.137 -0.363 0.044  C2 1.495, N5 1.268, N6 1.387
2 C 0.965 -1.323 0.835  C1 1.495, H9 1.126, H10 1.104, H11 1.167
3 C -0.379 0.289 -2.307  N5 1.519, H12 1.117, H13 1.064, H14 1.015
4 C -0.029 1.526 1.378  N6 1.454, H15 1.102, H16 1.092, H17 1.092
5 N 0.366 -0.440 -1.201  C1 1.268, C3 1.519, O7 1.245
6 N -0.747 0.590 0.529  C1 1.387, C4 1.454, O8 1.531
7 O 1.159 -1.258 -1.704  N5 1.245
8 O -1.774 -0.094 1.435  N6 1.531, H18 0.976
9 H 0.301 -1.803 1.609  C2 1.126
10 H 1.355 -2.117 0.174  C2 1.104
11 H 1.992 -0.978 1.270  C2 1.167
12 H 0.223 1.217 -2.466  C3 1.117
13 H -0.381 -0.421 -3.100  C3 1.064
14 H -1.333 0.596 -2.149  C3 1.015
15 H 1.044 1.277 1.361  C4 1.102
16 H -0.203 2.539 1.009  C4 1.092
17 H -0.405 1.468 2.402  C4 1.092
18 H -2.291 -0.708 0.880  O8 0.976

ΔE to the lowest compared entry with this formula, charge and spin: 148.8 kcal per mole
Kohn-Sham gap: 9.254 eV
E_tot: -418.22385 Eh


[8]
Molecular formula: C4H10N2O2
Method: DFT, ωB97M-V/def2-TZVPD

Bonds (Å) are listed after each position.
CARTESIAN COORDINATES (ANGSTROEM)
1 H 0.389 -0.482 1.762  O2 1.063
2 O 0.925 -0.724 2.648  H1 1.063, H4 0.968
3 N -0.267 -0.480 0.452  C5 1.378, C6 1.307
4 H 0.515 -1.555 2.927  O2 0.968
5 C 0.222 -0.859 -0.780  N3 1.378, C7 1.360, H11 1.077
6 C -1.316 0.268 0.232  N3 1.307, N8 1.350, H10 1.074
7 C -0.496 -0.241 -1.755  C5 1.360, N8 1.381, C12 1.482
8 N -1.498 0.441 -1.094  C6 1.350, C7 1.381, H9 1.016
9 H -2.277 0.858 -1.597  N8 1.016
10 H -1.756 0.857 1.016  C6 1.074
11 H 1.029 -1.572 -0.801  C5 1.077
12 C -0.464 -0.373 -3.230  C7 1.482, H13 1.089, H14 1.092, H15 1.094
13 H 0.488 -0.713 -3.636  C12 1.089
14 H -1.237 -1.070 -3.561  C12 1.092
15 H -0.612 0.564 -3.775  C12 1.094
16 O 2.087 1.756 2.433  H17 0.974, H18 0.967
17 H 1.936 0.953 2.963  O16 0.974
18 H 2.103 1.406 1.531  O16 0.967

ΔE to the lowest compared entry with this formula, charge and spin: 35.6 kcal per mole
Kohn-Sham gap: 9.929 eV
E_tot: -418.40420 Eh